92
Properties=species:S:1:pos:R:3:mulliken_charge:R:1 method="wB97M-V/def2-TZVPD" e_tot_ev=-79159.6626 total_charge=+1 lumo_ev=-4.9 gap_ev=6.007
C 7.60952 -4.53403 3.59308 -0.54
C 6.96339 -4.27062 2.24543 -0.45
C 7.49035 -3.00701 1.28627 0.28
C 7.96185 -3.27002 -0.28319 -0.28
C 8.47904 -1.95868 -1.12277 -0.58
C 8.50777 -0.47922 -0.35336 -0.05
N 8.07910 -0.30467 1.11257 0.54
C 8.20324 1.11466 1.69537 -0.49
S 9.38023 1.06754 3.15910 -0.02
C 10.74887 2.35138 2.99132 -0.45
C 11.94448 1.79714 2.01434 -0.72
C 7.55686 -1.47467 1.95287 -0.02
O 7.10292 -1.36355 3.34753 -0.23
C 5.86030 -0.58687 3.47500 -0.24
C 4.93459 -0.52405 2.12371 -0.20
O 3.54382 -0.05894 2.41804 -0.39
C 3.49945 1.40173 2.58597 -0.12
C 2.98815 1.67590 4.14149 -0.89
H 8.04756 -3.66591 4.25811 0.20
H 7.72807 -5.63305 4.03466 0.29
H 6.11911 -5.01988 1.92821 0.36
H 7.90773 -4.37240 -0.67692 0.38
H 8.83442 -2.08032 -2.23089 0.33
H 8.88590 0.44049 -1.00722 0.33
H 8.55208 1.84565 0.82343 0.43
H 7.13105 1.47806 2.07270 0.02
H 10.35479 3.42767 2.69620 0.31
H 11.22917 2.47035 4.07725 0.30
H 12.70874 1.21826 2.72558 0.26
H 11.49212 1.00447 1.28198 0.19
H 12.44534 2.72076 1.48884 0.27
H 5.22904 -1.09439 4.34113 0.32
H 6.16634 0.50855 3.80920 0.16
H 4.79008 -1.59415 1.61460 0.17
H 5.39179 0.22950 1.32780 0.26
H 4.48681 1.96471 2.30748 0.17
H 2.64004 1.85145 1.89580 0.27
H 2.25420 0.78711 4.39898 0.23
H 3.95014 1.65818 4.83767 0.21
H 2.43353 2.70132 4.28014 0.35
O -1.97932 1.52222 1.38449 -0.72
P -2.02946 -0.02327 1.46511 1.07
O -1.69268 -0.18317 -0.15781 -0.40
C -0.61866 0.53526 -0.75600 -0.42
C 0.69917 -0.18985 -0.59217 -0.70
O -3.68293 -0.14448 1.32257 -0.33
C -4.52613 0.90137 1.77535 -0.46
C -4.90133 1.81292 0.62075 -0.86
O -2.08548 -1.75002 1.55518 -0.36
C -1.44900 -2.66823 0.69140 -0.05
C -0.12845 -3.11413 1.28099 -0.91
H -0.53637 1.55542 -0.36788 0.35
H -0.85147 0.62587 -1.82372 0.28
H 0.96290 -0.27946 0.46422 -0.05
H 1.50305 0.34663 -1.10490 0.42
H 0.64360 -1.20128 -1.00747 0.27
H -4.06083 1.45552 2.59695 0.33
H -5.43467 0.44120 2.17829 0.37
H -4.01911 2.19730 0.09883 0.32
H -5.49389 2.66244 0.97298 0.43
H -5.48616 1.26409 -0.12506 0.09
H -1.33115 -2.31072 -0.33141 0.20
H -2.10913 -3.54021 0.61796 0.36
H 0.50698 -2.26027 1.52727 0.05
H 0.40356 -3.76781 0.58334 0.34
H -0.29391 -3.66438 2.21294 0.37
O -10.34231 -0.92344 -4.26683 -0.72
P -9.18063 0.06947 -4.51621 1.03
O -9.74823 1.12421 -3.35940 -0.40
C -10.11736 0.66017 -2.06484 -0.41
C -8.92222 0.56920 -1.14145 -0.93
O -9.88587 0.82808 -5.81857 -0.32
C -10.79450 0.13242 -6.65538 -0.31
C -12.22440 0.41790 -6.23267 -1.04
O -7.88271 1.17882 -4.79484 -0.37
C -7.36954 2.13290 -3.88890 -0.13
C -6.16109 1.57521 -3.16855 -0.99
H -10.63624 -0.30288 -2.10292 0.33
H -10.83382 1.38435 -1.65903 0.29
H -8.19882 -0.15913 -1.51531 0.18
H -9.23094 0.26545 -0.13678 0.50
H -8.41208 1.53486 -1.06534 0.22
H -10.57937 -0.94100 -6.66489 0.33
H -10.64419 0.49458 -7.67802 0.34
H -12.39124 0.19370 -5.17420 0.27
H -12.93013 -0.16957 -6.82740 0.37
H -12.45675 1.48017 -6.36330 0.28
H -8.10714 2.52609 -3.18949 0.25
H -7.05090 2.99458 -4.48683 0.39
H -6.38841 0.62065 -2.68830 0.21
H -5.80376 2.28095 -2.41270 0.26
H -5.34842 1.38683 -3.87763 0.41